The following is a quantum chemistry calculation of an isolated ion of composition C5H11O2 and charge -1 at a distorted geometry, from the Open Molecules 2025 dataset.

Computed properties:
SMILES = [O-]CCCCCO
total energy = -9456.4921 eV
frontier orbital gap = 5.3 eV
total charge = -1
2S+1 = 1
E_LUMO = 3.4 eV
HOMO = -0.0688 Ha
ΔE to the lowest compared entry with this formula, charge and spin = 81.57 kcal per mole

Geometry as XYZ:
```
18
Properties=species:S:1:pos:R:3:mulliken_charge:R:1
O -2.42 -1.91 1.36 -0.84
C -1.33 -1.38 0.87 -0.48
C -1.35 0.15 0.86 -0.47
C -0.10 0.91 0.28 -0.30
C 0.41 0.20 -0.89 -0.37
C 1.66 0.94 -1.53 -0.69
O 2.80 1.08 -0.75 -0.49
H -0.54 -1.73 1.59 0.13
H -1.03 -1.89 -0.09 0.13
H -2.29 0.39 0.25 0.18
H -1.55 0.42 1.88 0.28
H 0.58 1.09 1.16 0.20
H -0.40 1.97 0.08 0.22
H -0.38 -0.09 -1.71 0.31
H 0.70 -0.89 -0.62 0.22
H 1.27 1.87 -1.95 0.38
H 1.91 0.36 -2.55 0.22
H 2.97 0.18 -0.44 0.36
```